# 1
Molecular formula: C29H32ClF25O11S2
Method: DFT, ωB97M-V/def2-TZVPD

```
100
Properties=species:S:1:pos:R:3:forces:R:3:mulliken_charge:R:1
Cl 0.482464 0.155676 5.694691 0.887 -0.468 -0.337 -0.19
S 4.662496 -0.525517 2.104095 4.029 0.995 3.234 1.50
S 2.993737 0.513606 -1.625539 2.078 5.730 -0.183 1.35
F -5.013629 -3.962710 8.373725 0.083 0.064 0.117 -0.21
F -2.345685 -3.353411 4.974997 -0.375 0.244 -0.142 -0.31
F -5.220187 -3.310085 10.429717 0.250 0.165 0.038 -0.28
F -2.198949 -1.596762 -5.963103 -0.285 0.056 -0.403 -0.31
F 2.945255 5.643038 -4.491150 -0.253 -0.260 0.269 -0.32
F -2.503549 5.161003 -7.459441 0.169 -0.352 0.005 -0.25
F -1.440678 0.175735 -1.962394 0.115 -0.799 -1.191 -0.48
F 0.770594 6.769283 -3.264479 0.249 -0.033 -0.160 -0.29
F 1.597592 -0.049825 -2.297124 1.771 0.054 1.142 0.03
F -0.727777 3.643721 -5.996464 -0.501 0.064 -0.245 -0.21
F -3.953452 -0.280809 -7.635125 0.344 -0.181 0.032 -0.28
F -5.147691 -3.069233 4.893181 0.341 -0.180 0.011 -0.27
F -3.383612 -4.363935 6.570547 -0.302 0.043 -0.463 -0.28
F -3.894574 0.757885 -5.726833 0.256 -0.034 -0.041 -0.21
F 1.613848 6.663006 -5.867514 -0.164 -0.039 0.192 -0.28
F -2.591713 -2.547511 10.532226 -0.092 -0.445 -0.026 -0.33
F -0.591242 5.534603 -4.413893 0.158 0.026 0.005 -0.21
F -0.599956 3.183321 -8.099099 -0.299 0.355 -0.156 -0.31
F -0.897023 6.445507 -6.757301 0.118 -0.222 -0.114 -0.22
F -4.065972 -0.601148 -2.102918 0.275 0.171 0.074 -0.26
F -2.584027 1.259816 -3.459023 -0.103 -0.231 0.115 -0.28
F -3.837871 -1.226240 -4.164321 0.115 0.079 0.139 -0.24
F -1.152138 -0.559214 -7.533886 -0.383 0.294 -0.091 -0.30
F -5.071067 -2.001966 6.784735 0.258 -0.033 -0.065 -0.24
F -3.741761 -1.474078 9.037437 -0.146 -0.211 0.042 -0.27
O 1.687253 -2.168671 5.456463 -0.071 1.446 -0.303 -0.47
O 6.502735 -1.464019 -2.483286 0.032 0.785 0.527 -0.56
O 5.222332 0.514202 2.983573 -2.166 -0.780 -1.844 -0.75
O -2.183369 -0.037380 1.616250 0.842 -0.154 -1.479 -0.41
O 4.239077 0.250724 0.701086 -0.615 -1.397 0.434 -0.46
O -2.264053 -2.459730 6.985232 -1.280 -0.495 -0.025 -0.30
O 3.999293 0.697917 -2.668492 -1.710 -2.209 0.781 -0.63
O -1.088127 0.305704 -5.511039 -1.223 -0.480 0.061 -0.35
O 2.757437 1.818541 -0.997943 -1.214 -2.733 -0.473 -0.66
O 1.015269 4.380504 -7.205290 -1.053 0.489 0.598 -0.41
O 5.686552 -1.562384 1.952170 -2.437 0.374 -1.278 -0.71
C -1.483270 -1.242193 1.274870 0.738 -0.010 1.630 0.52
C -1.173727 5.403964 -7.566777 -0.376 0.647 -0.326 0.13
C 2.900603 -0.454421 4.217765 0.462 0.724 0.716 -0.62
C -1.908677 -0.366947 -6.430963 1.403 -0.326 0.659 0.70
C 6.075952 -1.075722 -1.137340 0.001 -0.527 -1.364 -0.69
C -4.321355 -3.734170 9.506141 -0.508 -0.333 0.546 0.12
C 3.101112 -1.234048 2.856081 -0.479 0.796 -0.224 -0.74
C -0.368571 4.157558 -7.187136 1.487 -0.870 0.410 0.76
C 0.816716 -2.222787 2.219734 -0.298 0.553 -0.406 -1.32
C -3.093490 -3.142348 6.083010 1.420 -0.283 0.890 0.63
C -2.125796 -3.023095 8.293826 0.915 0.099 -0.066 -0.73
C 1.015132 1.509709 1.900259 0.186 0.702 -0.653 0.09
C -2.129019 0.969343 0.587068 -0.518 1.228 0.014 0.08
C 1.713929 5.570303 -5.075570 0.084 0.218 -0.833 0.81
C 0.673570 5.604858 -3.954041 -0.144 0.249 0.783 0.16
C -3.218811 -2.687564 9.327095 0.186 0.712 -0.534 0.86
C -4.341518 -2.339042 5.702310 -0.563 0.520 -0.311 0.35
C -3.157471 -1.008636 -3.024697 -0.562 -0.350 0.552 0.10
C -2.059820 0.046690 -3.181153 0.085 0.684 -0.834 0.77
C 2.403489 -1.491494 0.346523 -0.546 0.021 0.695 -2.03
C 1.911474 -1.091381 1.807705 -0.675 0.041 0.178 2.80
C 1.345739 0.348691 1.849170 0.725 -1.148 -0.037 -2.12
C -0.958042 -0.272837 -4.210079 0.900 0.126 -0.091 -0.61
C -3.155691 0.438901 -6.809369 -0.568 0.541 -0.326 0.39
C 1.714271 4.308232 -5.958323 0.591 -0.555 -0.366 -0.63
C 4.602707 -1.637930 -0.963752 0.242 0.167 0.289 -0.75
C 1.743899 -1.017296 5.129715 0.555 -0.990 -0.503 0.29
C -0.606973 -1.634601 2.572527 -0.903 -1.650 0.008 -0.41
C 3.596230 -0.614230 -0.238061 -0.262 -3.205 -0.968 0.62
H -4.065655 -1.418823 5.180063 0.211 -0.111 -0.002 0.23
H 2.731511 -2.577490 0.414334 -0.176 1.385 -0.117 0.47
H -0.043082 0.176078 -3.819040 -0.260 0.151 -0.025 0.18
H 0.696946 -2.930442 1.335342 0.146 0.832 1.053 0.49
H 2.808599 0.667502 4.096726 -0.076 -1.487 -0.187 0.40
H 1.257347 -2.833313 3.054532 -0.671 0.620 -0.720 0.61
H -0.596482 -0.810771 3.341742 0.120 -0.684 -1.170 0.05
H -0.739513 -1.341621 -4.264294 -0.319 0.024 0.016 0.38
H 4.131938 -1.917888 -1.958425 0.810 0.501 1.009 0.49
H -0.957300 5.707130 -8.594551 0.102 -0.206 0.009 0.26
H 6.684012 -0.643714 -2.975066 -0.189 -0.594 0.245 0.32
H 1.479633 -1.505385 -0.310273 1.218 0.275 0.595 0.36
H -1.205537 -2.572228 8.673351 -0.222 0.155 -0.001 0.42
H 3.342893 -2.308698 3.082667 -0.155 1.028 -0.520 0.77
H 6.782611 -1.604508 -0.433996 -0.960 0.922 -0.492 0.28
H 0.814868 2.601522 1.764783 0.173 -1.791 0.428 0.55
H -0.745866 -1.140072 0.427662 -1.043 0.192 0.477 -0.52
H 6.145343 0.044667 -1.087614 -0.202 -1.149 0.487 0.40
H -1.186478 -2.488045 3.055884 0.865 1.032 -0.365 0.18
H -3.194429 1.278655 0.337053 1.216 -0.467 0.106 0.31
H -3.905177 -4.682980 9.856971 0.152 0.060 -0.027 0.29
H -1.629225 1.900268 0.998050 -0.452 -1.043 -0.342 0.12
H -2.878007 1.367496 -7.315447 0.220 -0.104 0.016 0.11
H -2.263309 -2.034554 1.065797 1.064 0.620 0.021 0.33
H 3.860070 -0.600128 4.813567 -1.261 0.066 -0.574 0.58
H -1.911137 -4.092792 8.250543 -0.315 0.037 0.012 0.32
H 0.833674 4.784695 -3.247992 0.116 -0.067 -0.104 0.25
H 4.692949 -2.614662 -0.392326 -0.397 1.372 -0.355 0.50
H -1.593625 0.663958 -0.357283 -0.842 0.423 2.159 -0.05
H 2.754261 4.149313 -6.253353 -0.100 0.245 -0.017 0.43
H 1.446200 3.409884 -5.398054 -0.207 0.231 0.086 0.30
H -2.738458 -1.959728 -2.682361 0.155 0.054 -0.021 0.30
```
Positions in Å, forces in eV/Å.

SMILES string = C#C[C@@]1(CCCOC)C[C@@](CCO)(S(=O)(=O)F)OS(=O)(=O)[C@H]1CC(=O)Cl.FC(F)C(F)(F)COC(F)(F)C(F)F.FC(F)C(F)(F)COC(F)(F)C(F)F.FC(F)C(F)(F)COC(F)(F)C(F)F
HOMO-LUMO gap = 8.99 eV
HOMO energy = -0.3610 Eh
F_max = 6.098 eV/Å
Lowest unoccupied orbital energy = -0.8286 eV



# 2
Molecular formula: C21H42F2NO3
Method: DFT, ωB97M-V/def2-TZVPD

```
69
Properties=species:S:1:pos:R:3:forces:R:3:mulliken_charge:R:1
F -2.019175 -0.401345 -2.113967 0.013 0.316 0.147 -0.32
F 3.432760 -2.945990 1.044648 -0.062 -0.037 -0.121 -0.19
O 3.325937 -2.219085 -4.580118 -0.080 -2.665 -1.280 -0.47
O -1.130001 3.629784 0.182808 -0.100 -0.292 -0.178 -0.50
O 2.815933 -0.072713 -4.624674 -0.373 -0.079 0.175 -0.54
N 2.429712 -2.011119 0.876514 -0.616 0.500 0.513 0.75
C -3.201357 -0.241995 0.750900 -0.195 -0.006 0.125 -0.45
C 3.423768 -1.174143 -4.077820 0.171 2.136 1.078 0.31
C 4.237851 -0.909992 -2.833485 -0.004 0.325 0.265 -0.42
C 1.800953 0.539731 -0.671731 -0.959 -0.716 1.093 0.70
C 2.743387 -2.660127 -1.564776 0.925 0.019 1.416 -1.45
C -1.088687 -1.421729 -2.232242 0.266 -0.723 0.106 0.32
C -1.415757 -2.516196 -1.224313 -0.299 0.047 -0.655 -1.64
C -2.894066 1.686806 2.390816 -0.106 0.025 0.001 -0.28
C 0.803791 1.633271 -0.187103 0.069 0.328 -1.376 0.07
C -4.771420 1.609211 4.894622 -0.043 -0.104 -0.039 -1.20
C -0.594839 3.574695 -1.131345 0.273 0.479 -0.141 -0.87
C 1.801161 -2.090210 -0.478234 -0.458 -0.562 -2.223 -0.83
C 3.004959 0.412511 0.285642 -0.390 0.503 -0.891 -1.21
C 2.905401 -0.674912 1.332155 0.939 0.852 0.108 -1.03
C 0.325350 -0.835489 -2.182086 -0.485 0.000 0.246 -1.14
C 1.013379 -0.810480 -0.810762 0.602 0.822 0.433 0.69
C 0.708747 2.764127 -1.232200 -0.379 0.238 0.621 -0.37
C 4.121651 -2.000874 -1.763950 -0.405 -0.305 -0.670 -0.91
C -3.969639 0.423793 4.365900 0.014 0.085 0.092 -0.54
C -2.687564 0.834270 3.643483 0.053 -0.074 -0.024 -0.91
C -3.778396 1.050900 1.316142 0.202 0.006 -0.004 -0.76
H -3.323068 2.651704 2.672740 0.036 0.000 0.019 0.43
H -1.227019 -1.850592 -3.219003 -0.142 0.026 -0.274 0.49
H -5.111449 2.260360 4.087944 0.004 0.021 0.020 0.28
H 0.209309 -0.747954 -0.077624 -0.076 -0.047 0.210 0.06
H -3.847957 -0.640624 -0.030984 0.077 -0.032 -0.034 0.45
H -2.125077 -0.069646 3.382766 0.000 0.008 -0.014 0.25
H -3.901632 1.766144 0.495929 -0.081 -0.001 0.007 0.41
H 0.764659 2.376978 -2.246886 0.132 -0.106 -0.157 0.10
H 4.786388 -2.798230 -2.075574 0.070 -0.213 -0.078 0.60
H -2.456794 -2.782643 -1.374089 -0.210 0.002 0.114 0.48
H -5.655649 1.262670 5.430122 0.001 0.044 0.010 0.38
H 4.033586 0.101754 -2.493234 -0.083 0.042 0.254 0.23
H -1.897425 3.046527 0.195661 0.055 0.175 0.223 0.14
H 1.125817 2.088327 0.742747 -0.173 -0.173 0.309 0.62
H 3.059159 1.340436 0.844135 0.168 0.122 0.225 0.75
H 3.892192 -0.823302 1.754958 0.152 -0.331 0.101 0.37
H 5.275663 -0.895332 -3.157191 0.164 0.125 -0.152 0.57
H 0.209481 0.207122 -2.466600 -0.123 0.141 -0.162 -0.03
H 3.924227 0.389978 -0.282549 0.305 -0.446 -0.015 0.46
H -1.341045 3.236224 -1.846307 -0.119 -0.351 0.006 0.35
H -1.291238 -2.245206 -0.182353 0.122 0.105 0.127 0.35
H 0.901611 -1.293052 -2.981798 0.298 -0.152 0.144 0.36
H 4.524238 -1.676568 -0.813887 0.144 0.287 0.159 0.35
H -0.362252 4.592574 -1.433473 -0.057 0.207 0.019 0.41
H 2.083009 0.833916 -1.673830 0.706 -0.022 -0.061 0.21
H -4.600349 -0.181945 3.709031 0.030 -0.010 -0.014 0.23
H -0.206462 1.242351 -0.078245 0.012 -0.222 0.294 -0.96
H -2.217560 -0.066618 0.309992 0.010 0.014 0.031 -0.27
H -3.700647 -0.219711 5.207528 -0.006 -0.033 -0.033 0.40
H 1.048407 -2.865439 -0.385342 -0.111 -0.181 0.275 0.56
H 1.540722 3.450360 -1.086041 0.217 -0.032 -0.127 0.45
H -3.105276 -1.007680 1.524581 0.010 0.008 -0.003 0.35
H -0.860358 -3.414477 -1.480946 0.261 -0.118 0.123 0.37
H 2.204673 -2.811972 -2.484320 -0.263 0.226 -0.257 0.86
H 1.712698 -2.310439 1.541893 0.130 -0.165 0.053 0.51
H 2.297399 -0.338215 2.162376 -0.536 -0.276 0.039 0.40
H -4.173069 2.205601 5.586074 -0.005 0.029 -0.026 0.30
H -2.051587 1.392014 4.338248 -0.019 0.000 0.009 0.49
H -1.911387 1.909741 1.959313 0.011 -0.010 0.048 0.13
H 2.256408 0.315973 -3.936546 0.294 0.403 -0.187 0.31
H -4.780939 0.865149 1.707474 0.004 0.039 0.003 0.39
H 2.954753 -3.668960 -1.221512 0.021 -0.220 -0.047 0.61
```
Positions in Å, forces in eV/Å.

Relative energy (zero: lowest compared OMol25 entry of this formula, charge and spin) = 74.0 kJ/mol
HOMO-LUMO gap = 9.45 eV
HOMO energy = -0.4700 Eh
Net charge = +1
F_max = 2.958 eV/Å
Lowest unoccupied orbital energy = -3.3406 eV



# 3
Molecular formula: C3H8NO
Method: DFT, ωB97M-V/def2-TZVPD

```
13
Properties=species:S:1:pos:R:3:forces:R:3:mulliken_charge:R:1
O 0.263692 0.445471 -0.093132 4.046 0.238 -2.062 -0.55
N -2.787467 -1.018086 -0.200464 -0.214 -0.090 -1.149 -0.15
C -2.250130 -0.193065 0.601078 -1.001 -1.768 0.501 -0.01
C 1.421922 0.441280 -0.624278 -1.285 -1.279 2.923 0.13
C 2.758261 0.634638 0.132948 -1.233 -0.792 -0.246 -0.85
H 1.640393 0.140519 -1.636195 -0.862 0.200 -1.034 0.36
H 2.957221 1.661970 -0.058439 0.545 1.163 0.040 0.30
H 2.559056 0.497033 1.185271 0.183 0.075 0.345 0.28
H -3.777614 -0.937244 -0.433348 0.333 -0.003 -0.408 0.29
H -2.214200 -1.716049 -0.696249 -0.541 0.133 0.520 0.30
H -2.902978 0.528880 1.026974 0.002 0.912 0.363 0.36
H -1.333915 -0.536395 0.991029 1.410 0.845 0.241 0.23
H 3.665762 0.051053 -0.195199 -1.384 0.366 -0.035 0.32
```
Positions in Å, forces in eV/Å.

Relative energy (zero: lowest compared OMol25 entry of this formula, charge and spin) = 129.8 kJ/mol
HOMO-LUMO gap = 8.62 eV
HOMO energy = -0.5088 Eh
Net charge = +1
F_max = 4.547 eV/Å
Lowest unoccupied orbital energy = -5.2214 eV